1.
11 unconnected molecules or ions with the total composition C40H79N3O16S4 in a non-equilibrium geometry, computed with ωB97M-V/def2-TZVPD.

```
142
Properties=species:S:1:pos:R:3:forces:R:3
C 7.834648 -16.141927 -24.777187 0.3 0.7 0.6
C 9.104324 -16.405419 -23.895965 -1.2 0.2 -1.6
O 8.629755 -16.886303 -22.665419 -0.2 -0.3 3.2
S 9.392356 -16.521546 -21.241497 -0.9 0.9 1.9
C 10.721154 -17.717800 -21.387646 -0.6 0.0 0.3
O 9.920380 -15.150376 -21.298493 -0.8 -2.3 -0.3
O 8.519590 -16.853450 -20.051179 2.1 0.5 -4.0
H 8.178893 -15.715532 -25.719409 -0.2 -0.2 -0.1
H 7.107655 -15.467562 -24.324603 0.6 0.7 0.3
H 7.137989 -16.968036 -24.919684 0.9 -0.8 -0.2
H 9.670208 -17.177170 -24.417764 0.3 -0.2 0.3
H 9.755363 -15.545286 -23.739719 -0.3 0.3 -0.2
H 11.328949 -17.386896 -22.229783 0.1 -0.1 0.2
H 10.246207 -18.678606 -21.586075 0.0 0.1 -0.2
H 11.252048 -17.831934 -20.442529 0.2 0.4 -0.1
C 2.972232 -19.428442 -19.557706 1.4 -0.9 -0.4
C 3.734330 -20.599449 -18.924427 -0.9 0.8 0.2
O 3.883455 -21.625982 -19.952696 2.5 -0.6 -0.2
S 5.411655 -22.079285 -20.504215 -0.4 0.3 -2.8
C 5.982397 -20.504034 -21.381161 -0.7 -0.9 0.3
O 6.371663 -22.274216 -19.455682 -0.8 -0.2 0.2
O 5.189409 -23.134810 -21.534259 0.1 2.6 2.8
H 2.200504 -19.891001 -20.172989 -0.6 0.6 0.4
H 3.652874 -18.940190 -20.255167 0.0 0.2 -0.1
H 2.732464 -18.691566 -18.791144 -0.6 -0.1 -0.2
H 4.608134 -20.204011 -18.406533 0.7 -0.6 -0.6
H 3.128460 -21.007947 -18.115640 0.0 -0.5 -0.2
H 6.808940 -20.706225 -22.062365 -0.2 -0.6 0.1
H 6.351890 -19.775322 -20.659659 -0.4 -0.1 0.2
H 5.127803 -20.137948 -21.950151 0.1 0.1 0.1
C 7.321250 -17.862254 -17.392307 -1.4 1.5 -0.2
C 6.481748 -16.490680 -17.571248 2.5 -1.1 -0.2
O 5.353572 -16.790226 -18.355258 -3.0 0.8 -1.1
S 4.308267 -15.527862 -18.909496 2.7 -0.9 -0.4
C 5.221456 -15.017423 -20.488572 -1.0 -1.0 1.8
O 3.033585 -16.113534 -19.276905 1.4 0.5 0.8
O 4.455814 -14.474295 -17.922142 -0.7 -0.8 -0.8
H 6.691105 -18.527115 -16.801559 0.3 -0.2 0.1
H 8.275419 -17.657540 -16.906767 -0.2 0.1 0.3
H 7.548974 -18.333772 -18.348299 -0.2 0.2 -0.1
H 6.281939 -16.052879 -16.593234 -0.5 -0.1 0.0
H 7.113604 -15.804321 -18.134950 0.1 0.2 0.1
H 6.020683 -14.362454 -20.141677 -0.3 0.2 -0.3
H 4.418016 -14.622370 -21.110276 0.4 0.5 0.0
H 5.608942 -15.932810 -20.935806 0.0 0.1 0.1
C 3.217166 -17.508222 -27.065587 -0.5 -0.1 0.0
C 3.268158 -16.546665 -25.914358 0.3 1.1 -1.7
O 3.409352 -17.237304 -24.734253 0.8 -0.5 3.2
S 3.689819 -16.377394 -23.330892 -0.3 -1.5 -0.7
C 1.917306 -16.139633 -22.833043 2.0 -0.2 0.7
O 4.353182 -17.344969 -22.421688 -1.5 2.3 -2.0
O 4.309526 -15.110690 -23.708155 -0.5 -1.5 0.8
H 4.162406 -18.033843 -27.200953 -0.1 0.0 -0.1
H 2.939693 -16.902325 -27.928139 0.3 -0.2 -0.3
H 2.401409 -18.216475 -26.920635 0.1 -0.2 0.0
H 4.126816 -15.894992 -26.076042 -0.1 0.3 0.2
H 2.357940 -15.947519 -25.939689 -0.1 0.2 0.3
H 1.297894 -15.746026 -23.638968 0.3 -0.2 0.0
H 2.004040 -15.422690 -22.016616 -0.3 0.1 0.0
H 1.661938 -17.109621 -22.406419 -0.3 0.1 -0.3
C 2.540017 -16.256211 -15.351657 0.6 -2.4 -3.1
C 2.582507 -16.039048 -14.009882 -1.2 1.2 2.1
C 1.514761 -16.724237 -13.456877 0.7 -1.8 -0.2
N 1.080115 -17.622586 -14.451516 -0.5 0.6 1.8
C 1.707893 -17.356308 -15.596092 0.6 1.0 -0.7
H 3.167406 -15.866175 -16.139472 0.2 -0.3 0.2
H 3.286914 -15.390919 -13.509751 -0.4 0.2 0.1
H 1.184140 -16.838529 -12.435101 0.0 0.1 -0.1
H 0.400289 -18.360834 -14.337766 0.1 0.3 0.1
H 1.602085 -18.011008 -16.448485 -0.2 0.4 -0.2
C 1.700099 -12.981496 -24.068961 -0.7 -0.4 0.9
C 2.161698 -12.639311 -22.756411 0.1 -0.5 0.5
C 1.073845 -12.596830 -21.935326 -0.9 1.2 0.4
N -0.050977 -12.670722 -22.721000 0.0 -1.1 1.5
C 0.315891 -13.078343 -23.938141 0.5 0.2 -2.1
H 2.334728 -13.303394 -24.881384 -0.2 0.3 -0.1
H 3.152349 -12.512202 -22.345490 0.2 -0.1 -0.5
H 0.902923 -12.504658 -20.872924 0.5 0.4 0.0
H -0.994475 -12.713032 -22.363057 0.3 -0.1 -0.1
H -0.473403 -13.416808 -24.592999 0.3 0.2 -0.4
C 4.755761 -11.668959 -14.440547 -0.5 -2.1 -2.3
C 3.419587 -11.628375 -14.028580 -0.8 -0.4 1.4
C 2.709363 -12.697245 -14.542791 -0.1 0.4 0.2
N 3.515903 -13.390786 -15.371411 3.3 1.5 -0.6
C 4.802092 -12.745837 -15.392988 -1.2 0.8 2.0
H 5.517446 -10.993355 -14.080269 0.2 -0.2 -0.4
H 3.042081 -11.013852 -13.224697 -0.1 0.2 -0.2
H 1.697339 -13.011460 -14.334274 0.1 0.0 -0.1
H 3.356298 -14.233246 -15.905160 -0.3 0.7 0.1
H 5.631639 -13.055718 -16.011227 -0.3 -0.3 0.0
C 7.326306 -11.296956 -19.474678 2.6 -2.1 0.6
C 6.087813 -10.529601 -19.682804 -0.3 1.0 -0.6
C 6.622166 -9.084639 -19.620189 0.6 -1.8 1.0
O 7.673232 -9.199735 -18.592175 -0.6 1.4 -0.2
C 8.053788 -10.555769 -18.336909 -1.4 0.6 -0.5
H 8.015323 -11.412498 -20.311347 -0.2 0.7 -0.5
H 7.208059 -12.346244 -19.204266 -0.5 -0.1 0.3
H 5.410602 -10.728747 -18.852253 -0.3 0.1 -0.1
H 5.622303 -10.722791 -20.649286 -0.2 -0.1 0.1
H 5.821493 -8.390992 -19.363529 0.5 0.3 0.3
H 7.088998 -8.832135 -20.572249 0.0 0.3 0.0
H 7.640800 -10.895999 -17.387284 -0.2 0.1 0.3
H 9.136258 -10.568545 -18.209660 0.0 -0.3 -0.7
C 8.053407 -14.174098 -13.771604 -2.0 0.6 1.3
C 8.488069 -13.997599 -15.181809 0.6 0.6 -0.5
C 9.713386 -14.931888 -15.202392 -0.7 0.5 0.3
O 9.472925 -15.857628 -14.143461 -0.3 -1.7 0.1
C 8.188182 -15.654485 -13.503405 1.5 1.4 0.1
H 7.066482 -13.784847 -13.521496 -0.4 -0.1 -0.5
H 8.653560 -13.576183 -13.085740 0.6 -0.4 0.0
H 8.725103 -12.947861 -15.354967 0.2 0.0 -0.2
H 7.717906 -14.257204 -15.908145 0.0 -0.3 0.0
H 10.623342 -14.394866 -14.934631 0.1 0.1 -0.2
H 9.846075 -15.422927 -16.166435 0.0 -0.2 0.1
H 8.295943 -15.813435 -12.430464 0.2 -0.3 -0.1
H 7.361027 -16.275362 -13.847526 0.1 -0.1 -0.6
C 11.250573 -21.823861 -17.971447 0.4 0.6 -0.9
C 10.141049 -20.862613 -18.160975 -1.6 1.1 0.4
C 10.716629 -19.505747 -17.851750 0.3 0.0 0.0
O 12.074966 -19.604224 -18.290946 0.6 -0.4 -0.2
C 12.435740 -21.001463 -18.525240 -1.4 0.1 0.8
H 10.976725 -22.646013 -18.632630 0.6 -0.7 0.7
H 11.399569 -21.992912 -16.904996 -0.1 -0.7 -0.2
H 9.273478 -21.105620 -17.547487 -0.2 0.1 -0.2
H 9.834715 -20.784574 -19.204122 -0.2 -0.5 -0.1
H 10.690194 -19.209757 -16.803046 0.0 -0.1 0.2
H 10.183737 -18.749071 -18.427567 0.2 0.3 0.0
H 13.296848 -21.296163 -17.925447 0.5 0.5 -0.6
H 12.495605 -21.158921 -19.602148 0.6 0.0 0.0
C 4.917927 -18.948392 -14.216714 -0.9 0.9 2.1
C 6.168594 -19.674154 -13.846811 2.2 0.1 -0.8
C 5.941767 -21.079098 -14.339511 -1.1 0.1 -0.5
O 5.105180 -20.905287 -15.516207 -0.9 0.3 0.1
C 4.298469 -19.664132 -15.395294 2.4 -0.2 0.7
H 5.051356 -17.897736 -14.474417 0.3 0.0 0.2
H 4.338645 -18.942631 -13.293404 -0.8 0.0 -0.2
H 6.578685 -19.670329 -12.836908 -0.8 0.3 0.3
H 6.961969 -19.176825 -14.404781 0.4 -0.4 -0.4
H 5.399622 -21.666035 -13.598106 -0.3 0.0 0.2
H 6.822350 -21.678793 -14.569809 0.1 0.3 -0.5
H 3.220790 -19.722007 -15.242507 0.1 -0.8 -0.5
H 4.609069 -19.004237 -16.205338 -0.8 -0.5 -0.8
```
Forces are in eV/Å.

Output
Energy = -4532.06680 a.u.
LUMO level = 0.193 eV
Energy above the lowest of the compared OMol25 structures with the same formula, charge and spin = 253.8 kJ/mol
E_HOMO = -0.281 Ha
Kohn-Sham gap = 7.847 eV
Maximum force = 4.56 eV/A
Structure (SMILES) = CCOS(C)(=O)=O.CCOS(C)(=O)=O.CCOS(C)(=O)=O.CCOS(C)(=O)=O.c1cc[nH]c1.c1cc[nH]c1.c1cc[nH]c1.C1CCOC1.C1CCOC1.C1CCOC1.C1CCOC1
Charge = 0
Multiplicity = 1

2.
A molecular structure, C36H46CaN5O8S3Si, computed with ωB97M-V/def2-TZVPD.

```
100
Properties=species:S:1:pos:R:3:forces:R:3
Ca 0.031519 0.105268 -0.170949 -0.2 -0.1 0.1
O 3.526485 -2.189747 -1.581647 0.0 0.0 0.0
S 2.768890 -1.016116 -1.223560 0.0 0.0 -0.1
O 1.661704 -0.626853 -2.099204 0.0 0.1 0.1
N 2.095905 -1.034250 0.188599 0.0 0.1 -0.1
C 2.685593 -1.222662 1.408749 0.0 0.0 0.1
C 4.012678 -1.481549 1.675054 0.0 -0.1 -0.1
C 4.468595 -1.610779 3.002351 0.0 0.0 0.0
C 3.623063 -1.488033 4.067972 0.0 0.0 0.0
C 2.249885 -1.220293 3.839526 0.0 0.0 0.0
C 1.306574 -1.054998 4.880415 0.0 0.0 0.0
C 0.012744 -0.754399 4.580886 0.0 0.0 0.0
C -0.351939 -0.602479 3.228793 0.0 0.0 0.0
N 0.484128 -0.763570 2.237028 0.0 0.1 0.0
C 1.780130 -1.078441 2.520928 0.0 0.0 -0.1
C 3.927101 0.339844 -1.275068 0.0 -0.1 0.0
C 3.463729 1.637793 -1.113005 0.0 0.0 0.0
C 4.350024 2.697077 -1.201013 0.0 0.0 0.0
C 5.698249 2.455123 -1.433073 0.0 0.0 0.0
C 6.159474 1.155410 -1.578323 0.0 0.0 0.0
C 5.270551 0.089197 -1.505713 0.0 0.0 0.0
H 4.701694 -1.605130 0.849713 0.0 0.0 0.0
H 5.519274 -1.815404 3.173149 0.0 0.0 0.0
H 3.983291 -1.587346 5.084203 0.0 0.0 0.0
H 1.632426 -1.156580 5.909323 0.0 0.0 0.0
H -0.726096 -0.601154 5.354784 0.0 0.0 0.0
H -1.366134 -0.326102 2.963317 0.0 0.0 0.0
H 2.414153 1.825129 -0.939346 0.0 0.0 0.0
H 3.984289 3.708139 -1.081492 0.0 0.0 0.0
H 6.390741 3.285347 -1.506159 0.0 0.0 0.0
H 7.209634 0.967637 -1.765162 0.0 0.0 0.0
H 5.596167 -0.933284 -1.639954 0.0 0.0 0.0
N 6.894077 3.393398 1.809894 0.1 0.0 0.0
C 5.504227 3.340778 1.940101 0.0 0.0 0.0
C 4.730616 4.487811 1.775224 0.0 0.0 0.0
C 3.351914 4.431600 1.910294 0.0 0.0 0.0
C 2.738682 3.229305 2.227179 0.0 0.0 0.0
C 3.506303 2.086446 2.420889 0.0 0.0 0.0
C 4.877611 2.141193 2.277525 0.0 0.0 0.0
S 0.975295 3.122177 2.339325 0.0 0.0 -0.1
O 0.680723 2.250438 3.444213 0.0 0.0 0.0
O 0.479717 4.481680 2.369932 0.0 0.0 0.0
N 0.530112 2.371749 0.996260 -0.2 0.0 -0.1
C 0.268852 3.051644 -0.140574 0.1 0.0 0.0
S 0.285562 4.784289 -0.416210 -0.1 -0.1 0.0
C -0.089257 4.498857 -2.085801 0.1 0.1 0.1
C -0.206783 3.177502 -2.317592 -0.1 0.0 -0.1
N -0.008025 2.361293 -1.235775 0.0 0.0 0.1
H 7.225216 4.150675 1.233569 0.0 0.0 0.0
H 7.309384 2.515753 1.538324 0.0 0.0 0.0
H 5.213298 5.427602 1.530515 0.0 0.0 0.0
H 2.743052 5.315728 1.780528 0.0 0.0 0.0
H 3.022485 1.157185 2.687997 0.0 0.0 0.0
H 5.467875 1.242965 2.415712 0.0 0.0 0.0
H -0.218246 5.314661 -2.776262 0.0 0.0 0.0
H -0.449845 2.728958 -3.269982 0.0 0.0 0.0
C -4.081120 -4.402604 1.419924 0.0 0.0 0.0
C -4.309293 -2.949175 1.016415 0.0 0.0 0.0
C -5.804944 -2.654326 0.919501 0.1 0.0 0.0
C -3.643152 -2.017537 2.026752 0.0 0.0 0.0
O -3.721473 -2.802549 -0.268760 -0.1 0.0 0.0
Si -3.200381 -1.431323 -1.038060 0.0 0.0 0.0
O -1.927514 -0.774759 -0.377104 0.1 0.1 0.0
O -4.519753 -0.428857 -1.067101 0.0 0.0 0.0
C -4.727232 0.746219 -1.843536 0.0 0.0 0.0
C -5.377931 0.336758 -3.163806 0.0 0.0 0.0
C -5.671268 1.627944 -1.032366 0.0 0.0 0.0
C -3.419996 1.491385 -2.108391 -0.1 0.0 0.0
O -2.990538 -1.890747 -2.613651 0.0 0.0 0.0
C -2.227738 -2.974650 -3.140365 0.0 0.0 0.0
C -1.822955 -2.558843 -4.550492 0.0 0.0 0.0
C -0.980841 -3.251734 -2.302153 -0.1 0.1 0.0
C -3.124188 -4.210563 -3.184013 0.0 0.0 0.0
H -4.520234 -4.608738 2.398072 0.0 0.0 0.0
H -3.011493 -4.611883 1.460613 0.0 0.0 0.0
H -4.535026 -5.067035 0.682934 0.0 0.0 0.0
H -6.290076 -2.821867 1.884248 0.0 0.0 0.0
H -6.261870 -3.309296 0.175689 0.0 0.0 0.0
H -5.961037 -1.622472 0.609272 0.0 0.0 0.0
H -4.068568 -2.166385 3.022194 0.0 0.0 0.0
H -3.783970 -0.975845 1.734407 0.0 0.0 0.0
H -2.572276 -2.218636 2.055342 0.0 0.0 0.0
H -6.311517 -0.193001 -2.967517 0.0 0.0 0.0
H -4.710329 -0.331067 -3.706980 0.0 0.0 0.0
H -5.591750 1.214178 -3.778847 0.0 0.0 0.0
H -6.592739 1.084111 -0.817506 0.0 0.0 0.0
H -5.919027 2.540417 -1.578192 0.0 0.0 0.0
H -5.201246 1.899597 -0.086456 0.0 0.0 0.0
H -2.734245 0.868412 -2.684935 0.0 0.0 0.0
H -2.930702 1.751408 -1.169939 0.0 0.0 0.0
H -3.620257 2.406013 -2.670782 0.0 0.0 0.0
H -1.194969 -1.668285 -4.508904 0.0 0.0 0.0
H -2.713096 -2.331171 -5.139847 0.0 0.0 0.0
H -1.266376 -3.357110 -5.045219 0.0 0.0 0.0
H -0.322611 -2.382943 -2.292379 0.0 0.0 0.0
H -0.429516 -4.096108 -2.720699 0.0 0.0 0.0
H -1.255978 -3.490895 -1.274035 0.0 0.0 0.0
H -4.017563 -3.996089 -3.773253 0.0 0.0 0.0
H -3.432990 -4.474878 -2.173312 0.0 0.0 0.0
H -2.597624 -5.055590 -3.633192 0.0 0.0 0.0
```
Forces are in eV/Å.

Output
Energy = -4437.30555 a.u.
LUMO level = 2.291 eV
Energy above the lowest of the compared OMol25 structures with the same formula, charge and spin = 0.0 kJ/mol
E_HOMO = -0.203 Ha
Kohn-Sham gap = 7.806 eV
Maximum force = 0.23 eV/A
Charge = -1
Multiplicity = 1